Entry 1:
Computed, not measured: a molecular structure, H15LiO8 at a distorted geometry, with ωB97M-V/def2-TZVPD.

Calculated values
- ΔE to the lowest compared entry with this formula, charge and spin: 0.418 eV
- Charge: 0
- Max |F|: 5.6 eV/Å

Each line ends with the Mulliken charge.
Cartesian coordinates (Å):
1 Li 1.227 -0.101 1.179  0.845
2 O -0.557 -0.175 0.231  -0.914
3 H -0.219 -0.681 -0.444  -0.025
4 O -0.806 2.155 1.533  -0.621
5 H -1.378 2.013 2.283  0.334
6 H -0.846 1.327 1.205  0.319
7 O 2.498 -1.488 0.306  -0.621
8 H 2.122 -1.761 -0.484  0.362
9 H 3.319 -1.167 -0.063  0.326
10 O 1.449 -1.792 -2.303  -0.678
11 H 1.360 -2.599 -2.934  0.333
12 H 0.584 -1.435 -2.181  0.337
13 O 2.033 1.742 1.116  -0.691
14 H 2.371 2.463 1.743  0.319
15 H 1.095 2.127 1.021  0.405
16 O 0.060 1.267 -2.033  -0.593
17 H -0.515 1.046 -2.735  0.328
18 H -0.245 0.819 -1.307  0.250
19 O -2.045 -1.789 1.722  -0.645
20 H -1.264 -1.337 1.282  0.321
21 H -1.992 -1.595 2.685  0.271
22 O -3.041 0.203 -0.374  -0.609
23 H -2.124 0.014 -0.337  0.359
24 H -3.087 0.745 -1.112  0.287

Entry 2:
Computed, not measured: 7 unconnected molecules or ions with the total composition H15NO6 at a distorted geometry, with ωB97M-V/def2-TZVPD.

Calculated values
- SMILES: N.O.O.O.O.O.O
- ΔE to the lowest compared entry with this formula, charge and spin: 0.634 eV
- Charge: 0
- Max |F|: 3.8 eV/Å

Each line ends with the Mulliken charge.
Cartesian coordinates (Å):
1 N 2.130 0.958 -0.318  -0.743
2 H 2.125 0.503 -1.223  0.233
3 H 3.116 1.098 -0.136  0.226
4 H 1.651 1.866 -0.339  0.219
5 O -1.234 -1.395 2.596  -0.724
6 H -0.716 -1.163 3.379  0.325
7 H -1.616 -0.482 2.473  0.349
8 O -0.130 -2.296 -1.374  -0.724
9 H 0.453 -1.891 -0.779  0.392
10 H -0.757 -2.857 -0.808  0.316
11 O -0.443 2.197 -0.977  -0.577
12 H -0.951 1.571 -1.507  0.294
13 H -0.617 3.099 -1.262  0.267
14 O -0.754 1.297 1.880  -0.641
15 H -0.151 1.835 2.396  0.336
16 H -0.397 1.390 1.008  0.281
17 O -1.489 -0.544 -2.891  -0.646
18 H -2.168 -1.176 -3.079  0.271
19 H -0.894 -0.992 -2.331  0.432
20 O 1.063 -1.381 1.022  -0.750
21 H 1.476 -0.569 0.760  0.483
22 H 0.301 -1.067 1.507  0.379

Entry 3:
Computed, not measured: 7 unconnected molecules or ions with the total composition H15O7 at a distorted geometry, with ωB97M-V/def2-TZVPD.

Calculated values
- ΔE to the lowest compared entry with this formula, charge and spin: 3.075 eV
- Charge: +1
- Max |F|: 7.9 eV/Å

Each line ends with the Mulliken charge.
Cartesian coordinates (Å):
1 O 0.126 0.992 0.853  -0.380
2 H 0.314 0.328 1.475  0.361
3 H 0.981 0.857 0.160  0.487
4 H -0.686 1.010 0.138  0.566
5 O 1.415 -1.346 2.000  -0.612
6 H 1.225 -2.227 2.365  0.298
7 H 2.436 -1.294 2.072  0.301
8 O -1.402 -0.707 2.551  -0.603
9 H -2.331 -0.634 2.664  0.285
10 H -1.286 -1.716 2.839  0.319
11 O -0.353 -1.701 -0.501  -0.614
12 H -0.082 -1.768 -1.539  0.356
13 H 0.503 -1.752 -0.054  0.275
14 O -1.922 1.474 -1.033  -0.712
15 H -2.318 2.205 -0.810  0.268
16 H -2.634 0.861 -1.023  0.328
17 O 2.381 0.487 -0.719  -0.594
18 H 3.167 0.965 -0.577  0.310
19 H 2.586 -0.372 -1.072  0.294
20 O -0.492 1.105 -3.251  -0.633
21 H -0.546 1.653 -4.010  0.316
22 H -1.079 1.588 -2.537  0.383

Entry 4:
Computed, not measured: 9 unconnected molecules or ions with the total composition H16NO11 at a distorted geometry, with ωB97M-V/def2-TZVPD.

Calculated values
- ΔE to the lowest compared entry with this formula, charge and spin: 4.136 eV
- Charge: -1
- Max |F|: 14.5 eV/Å

Each line ends with the Mulliken charge.
Cartesian coordinates (Å):
1 N -7.920 -38.554 17.092  0.852
2 O -9.093 -38.118 17.035  -0.651
3 O -7.619 -39.441 16.273  -0.697
4 O -7.044 -37.712 17.362  -0.745
5 O -11.368 -39.308 17.865  -0.517
6 H -10.850 -38.755 17.526  0.319
7 H -12.227 -39.189 17.627  0.299
8 O -4.812 -38.643 15.214  -0.693
9 H -4.978 -38.649 14.151  0.313
10 H -5.657 -38.784 15.681  0.386
11 O -4.734 -38.190 18.913  -0.653
12 H -4.414 -37.326 18.727  0.274
13 H -5.489 -38.240 18.367  0.418
14 O -9.827 -35.412 17.397  -0.644
15 H -9.675 -36.228 17.810  0.347
16 H -9.005 -35.243 16.856  0.302
17 O -7.277 -39.868 13.231  -0.624
18 H -7.520 -39.811 14.163  0.314
19 H -7.499 -38.954 13.008  0.333
20 O -8.214 -39.667 20.199  -0.488
21 H -7.764 -39.740 19.446  0.274
22 H -8.608 -40.349 20.351  0.219
23 O -10.767 -38.249 14.366  -0.654
24 H -10.449 -38.562 15.241  0.325
25 H -10.439 -39.113 13.876  0.327
26 O -7.707 -42.032 15.198  -0.687
27 H -7.630 -41.234 15.690  0.433
28 H -7.535 -42.053 14.228  0.319

Entry 5:
Computed, not measured: 7 unconnected molecules or ions with the total composition H16NO6 at a distorted geometry, with ωB97M-V/def2-TZVPD.

Calculated values
- ΔE to the lowest compared entry with this formula, charge and spin: 2.627 eV
- Charge: +1
- Max |F|: 3.6 eV/Å

Each line ends with the Mulliken charge.
Cartesian coordinates (Å):
1 N -1.540 -0.701 -0.764  -0.429
2 H -1.995 -1.374 -0.168  0.293
3 H -1.693 0.306 -0.604  0.317
4 H -0.430 -0.670 -0.662  0.508
5 H -1.778 -0.937 -1.705  0.331
6 H 1.732 0.817 3.073  0.282
7 H 3.133 0.348 2.838  0.297
8 O 2.315 0.563 2.387  -0.599
9 H -1.178 -0.827 3.167  0.290
10 H -0.918 0.604 3.937  0.314
11 O -0.866 0.070 3.129  -0.597
12 H -0.435 -1.379 -3.245  0.307
13 H 0.590 -2.419 -3.421  0.309
14 O -0.096 -2.153 -2.761  -0.627
15 H 3.504 -0.671 -2.737  0.308
16 H 3.908 -0.547 -1.340  0.301
17 O 3.121 -0.460 -1.861  -0.595
18 H -3.750 2.755 -0.343  0.323
19 H -2.158 2.696 -0.380  0.333
20 O -2.992 2.544 -0.830  -0.649
21 H 1.221 0.258 0.641  0.327
22 H -0.011 0.754 1.295  0.336
23 O 0.316 0.423 0.354  -0.680

Entry 6:
Computed, not measured: 7 unconnected molecules or ions with the total composition H16NO6 at a distorted geometry, with ωB97M-V/def2-TZVPD.

Calculated values
- ΔE to the lowest compared entry with this formula, charge and spin: 3.268 eV
- Charge: +1
- Max |F|: 6.6 eV/Å

Each line ends with the Mulliken charge.
Cartesian coordinates (Å):
1 N 0.049 -0.177 0.255  -0.404
2 H -0.337 -1.156 0.187  0.347
3 H 0.911 -0.048 0.674  0.317
4 H -0.729 0.494 0.632  0.395
5 H 0.070 0.209 -0.639  0.291
6 O 1.762 -1.385 2.755  -0.626
7 H 1.347 -2.111 2.221  0.346
8 H 2.373 -1.851 3.303  0.302
9 O 0.780 -3.197 0.409  -0.686
10 H 1.657 -3.271 -0.171  0.354
11 H 0.478 -4.107 0.616  0.330
12 O -0.757 1.846 2.474  -0.672
13 H 0.153 2.114 2.574  0.332
14 H -1.088 2.710 2.092  0.343
15 O 1.657 2.192 -2.078  -0.550
16 H 2.194 2.854 -1.646  0.296
17 H 0.911 2.587 -1.847  0.275
18 O -3.271 0.229 0.103  -0.630
19 H -3.113 -0.298 -0.664  0.328
20 H -3.767 1.008 -0.022  0.316
21 O -0.437 0.127 -3.508  -0.661
22 H 0.310 0.297 -4.054  0.314
23 H -1.154 0.933 -3.664  0.344

Entry 7:
Computed, not measured: 7 unconnected molecules or ions with the total composition H16NO6 at a distorted geometry, with ωB97M-V/def2-TZVPD.

Calculated values
- ΔE to the lowest compared entry with this formula, charge and spin: 3.690 eV
- Charge: +1
- Max |F|: 5.9 eV/Å

Each line ends with the Mulliken charge.
Cartesian coordinates (Å):
1 N 0.047 0.592 0.158  -0.238
2 H -0.816 0.173 0.027  0.173
3 H 0.324 0.147 1.008  0.409
4 H -0.395 1.537 0.243  0.343
5 H 0.709 0.510 -0.631  0.254
6 O -1.838 -0.422 2.282  -0.654
7 H -1.620 -0.467 3.237  0.331
8 H -1.640 -1.392 2.212  0.325
9 O -0.317 -2.197 -1.548  -0.556
10 H 0.630 -2.324 -1.632  0.277
11 H -0.669 -3.042 -1.299  0.301
12 O 1.393 2.820 1.845  -0.677
13 H 2.008 2.705 2.623  0.333
14 H 0.504 3.367 2.201  0.356
15 O -2.493 0.492 -1.814  -0.651
16 H -2.489 -0.431 -1.578  0.292
17 H -3.579 0.694 -1.826  0.358
18 O 1.986 -1.642 1.276  -0.658
19 H 1.921 -2.193 2.238  0.355
20 H 2.033 -2.534 0.770  0.322
21 O 1.320 0.985 -2.959  -0.629
22 H 1.100 1.940 -3.068  0.318
23 H 1.876 0.691 -3.771  0.315

Entry 8:
Computed, not measured: a molecular structure, H16O10V at a distorted geometry, with ωB97M-V/def2-TZVPD.

Calculated values
- ΔE to the lowest compared entry with this formula, charge and spin: 5.833 eV
- Charge: +1
- Max |F|: 4.7 eV/Å

Each line ends with the Mulliken charge.
Cartesian coordinates (Å):
1 O -1.713 -0.221 -1.008  -0.483
2 V -0.712 -0.935 0.061  1.800
3 O 0.587 -1.344 -0.738  -0.471
4 O 0.456 -2.282 3.277  -0.601
5 H 0.402 -1.779 4.090  0.315
6 H 1.244 -2.817 3.378  0.313
7 O -1.669 3.275 -4.108  -0.612
8 H -1.351 2.401 -3.878  0.297
9 H -1.003 3.623 -4.702  0.324
10 O 0.410 1.743 1.866  -0.560
11 H -0.133 2.511 2.040  0.309
12 H 1.266 1.966 2.232  0.302
13 O -4.247 3.890 -1.275  -0.649
14 H -3.751 4.608 -0.882  0.313
15 H -3.840 3.758 -2.132  0.329
16 O -1.674 -4.258 0.250  -0.577
17 H -1.693 -5.015 -0.335  0.299
18 H -1.990 -4.595 1.088  0.321
19 O -3.309 -0.262 2.548  -0.600
20 H -3.113 -0.297 3.484  0.314
21 H -4.065 0.320 2.482  0.316
22 O 5.718 -1.390 0.084  -0.630
23 H 5.072 -2.095 0.037  0.307
24 H 6.559 -1.840 0.160  0.329
25 O 4.258 0.728 -2.688  -0.633
26 H 4.537 0.104 -2.019  0.319
27 H 3.755 0.204 -3.311  0.309

Entry 9:
Computed, not measured: 8 unconnected molecules or ions with the total composition H16O7S at a distorted geometry, with ωB97M-V/def2-TZVPD.

Calculated values
- SMILES: O.O.O.O.O.O.O.S
- ΔE to the lowest compared entry with this formula, charge and spin: 0.000 eV
- Charge: 0
- Max |F|: 1.7 eV/Å

Each line ends with the Mulliken charge.
Cartesian coordinates (Å):
1 O 2.183 0.205 1.027  -0.649
2 H 2.049 0.853 1.715  0.281
3 H 1.527 -0.492 1.247  0.346
4 O -0.951 2.708 -0.483  -0.708
5 H -0.884 3.682 -0.327  0.296
6 H -1.077 2.353 0.434  0.456
7 O -0.651 -1.538 -1.364  -0.734
8 H -0.574 -2.087 -2.151  0.291
9 H -0.085 -0.744 -1.561  0.428
10 O -2.885 0.492 -0.439  -0.738
11 H -2.502 1.228 -0.933  0.350
12 H -2.421 -0.282 -0.778  0.367
13 O -1.516 1.257 1.712  -0.797
14 H -0.948 0.479 1.863  0.311
15 H -2.225 0.882 1.090  0.449
16 O 0.710 0.715 -1.432  -0.729
17 H 1.281 0.698 -0.642  0.345
18 H 0.147 1.504 -1.228  0.398
19 O 0.157 -1.598 1.286  -0.623
20 H -0.186 -1.632 0.361  0.398
21 H -0.130 -2.411 1.707  0.293
22 S 2.922 -2.327 -0.920  -0.330
23 H 3.267 -1.114 -0.522  0.162
24 H 2.792 -2.832 0.337  0.138

Entry 10:
Computed, not measured: 8 unconnected molecules or ions with the total composition H16O8 at a distorted geometry, with ωB97M-V/def2-TZVPD.

Calculated values
- SMILES: O.O.O.O.O.O.O.O
- ΔE to the lowest compared entry with this formula, charge and spin: 3.741 eV
- Charge: 0
- Max |F|: 2.2 eV/Å

Each line ends with the Mulliken charge.
Cartesian coordinates (Å):
1 O 0.372 1.035 0.254  -0.543
2 H -0.186 0.583 -0.389  0.272
3 H 0.969 0.347 0.571  0.275
4 O -2.875 -0.512 -1.927  -0.634
5 H -2.869 0.396 -1.603  0.351
6 H -2.027 -0.868 -1.640  0.291
7 O 5.277 -0.776 -0.267  -0.629
8 H 5.104 -0.596 0.664  0.313
9 H 4.916 -1.659 -0.406  0.316
10 O -1.509 -2.915 -0.400  -0.524
11 H -2.306 -3.244 0.030  0.276
12 H -1.635 -1.960 -0.429  0.255
13 O 1.766 4.101 -1.244  -0.618
14 H 0.951 3.838 -1.686  0.308
15 H 1.471 4.436 -0.390  0.310
16 O -2.590 2.445 0.373  -0.580
17 H -3.073 1.835 0.942  0.306
18 H -2.558 3.263 0.881  0.278
19 O -0.529 0.070 2.886  -0.584
20 H -1.216 -0.135 2.242  0.307
21 H 0.290 -0.177 2.442  0.265
22 O 0.696 -2.838 -0.509  -0.614
23 H 1.275 -2.969 0.250  0.290
24 H 0.288 -3.700 -0.644  0.315

| no. | E_LUMO (eV) | orbital gap (eV) | E_tot (Eh) |
| --- | --- | --- | --- |
| 1 | -0.186 | 9.8317 | -618.47436 |
| 2 | 0.378 | 10.9834 | -515.19618 |
| 3 | -3.190 | 10.7183 | -535.37387 |
| 4 | 2.757 | 9.5801 | -891.84956 |
| 5 | -3.034 | 11.2402 | -515.53215 |
| 6 | -3.299 | 11.3625 | -515.50858 |
| 7 | -3.173 | 11.4472 | -515.49307 |
| 8 | -6.982 | 6.3177 | -1705.64613 |
| 9 | 0.312 | 9.7385 | -934.49364 |
| 10 | -0.198 | 10.6556 | -611.44514 |